# 1
{
  "formula": "C48H50BF4N7OP2S2Tc",
  "method": "the ωB97M-V functional and the def2-TZVPD basis",
  "homo_lumo_gap_ev": [6.41, 4.76],
  "spin_multiplicity": 2,
  "charge": 2,
  "e_lumo_ev": [-6.2, -7.9],
  "homo_ev": [-12.63, -12.63],
  "species": ["Tc", "N", "C", "C", "C", "C", "C", "C", "N", "C", "C", "C", "S", "C", "N", "H", "H", "H", "H", "H", "H", "H", "C", "N", "C", "P", "C", "C", "C", "C", "C", "C", "C", "C", "C", "C", "C", "C", "C", "C", "C", "C", "C", "C", "P", "C", "C", "C", "C", "C", "C", "C", "C", "C", "C", "C", "C", "H", "H", "H", "H", "H", "H", "H", "H", "H", "H", "H", "H", "H", "H", "H", "H", "H", "H", "H", "H", "H", "H", "H", "H", "H", "H", "H", "H", "H", "F", "B", "F", "F", "F", "O", "S", "N", "C", "C", "N", "C", "C", "C", "C", "N", "H", "H", "H", "H", "H", "H", "H", "H", "H", "H", "H", "H", "H", "H"],
  "xyz": [[0.687, -0.747, 0.384], [-2.542, -3.449, 3.318], [-3.769, -3.487, 2.720], [-5.004, -3.899, 3.194], [-6.064, -3.814, 2.318], [-5.883, -3.356, 1.009], [-4.653, -2.950, 0.538], [-3.567, -2.996, 1.412], [-2.240, -2.640, 1.271], [-1.658, -2.941, 2.416], [-0.253, -2.874, 2.750], [0.244, -3.425, 3.908], [1.932, -3.266, 4.004], [1.899, -2.480, 2.504], [0.720, -2.327, 1.956], [-2.362, -3.725, 4.267], [-5.119, -4.270, 4.200], [-7.047, -4.121, 2.640], [-6.734, -3.316, 0.344], [-4.544, -2.629, -0.481], [-0.282, -3.919, 4.696], [2.806, -2.118, 2.064], [-1.855, 1.530, -0.113], [-1.532, 2.139, -1.353], [-0.283, 1.829, -1.992], [1.080, 1.332, -0.842], [2.479, 1.362, -2.018], [2.701, 0.269, -2.854], [3.722, 0.306, -3.786], [4.542, 1.420, -3.882], [4.339, 2.501, -3.042], [3.305, 2.480, -2.122], [1.381, 2.777, 0.221], [2.495, 2.739, 1.062], [2.750, 3.760, 1.955], [1.889, 4.842, 2.021], [0.793, 4.904, 1.177], [0.536, 3.883, 0.279], [-2.406, 3.009, -1.977], [-2.315, 3.231, -3.363], [-3.133, 4.153, -3.979], [-4.079, 4.864, -3.253], [-4.195, 4.638, -1.888], [-3.370, 3.735, -1.250], [-1.751, -0.396, 0.209], [-2.552, -1.099, -1.271], [-2.329, -2.452, -1.566], [-2.866, -3.025, -2.714], [-3.574, -2.243, -3.611], [-3.778, -0.901, -3.337], [-3.277, -0.332, -2.174], [-3.023, -0.156, 1.503], [-2.671, -0.078, 2.842], [-3.659, 0.101, 3.795], [-4.988, 0.207, 3.416], [-5.333, 0.159, 2.075], [-4.353, -0.022, 1.118], [-2.885, 1.787, 0.138], [-1.208, 1.898, 0.701], [0.067, 2.696, -2.565], [-0.396, 0.966, -2.673], [2.070, -0.604, -2.771], [3.868, -0.530, -4.451], [5.328, 1.453, -4.619], [4.973, 3.370, -3.113], [3.145, 3.338, -1.487], [3.179, 1.906, 1.023], [3.610, 3.704, 2.603], [2.068, 5.630, 2.734], [0.125, 5.749, 1.228], [-0.323, 3.972, -0.367], [-1.626, 2.658, -3.964], [-3.039, 4.313, -5.041], [-4.711, 5.586, -3.744], [-4.926, 5.186, -1.315], [-3.444, 3.647, -0.177], [-1.839, -3.072, -0.830], [-2.735, -4.082, -2.895], [-3.974, -2.676, -4.513], [-4.341, -0.288, -4.023], [-3.489, 0.707, -1.982], [-1.637, -0.147, 3.149], [-3.390, 0.171, 4.837], [-5.749, 0.337, 4.169], [-6.361, 0.270, 1.766], [-4.611, -0.061, 0.071], [0.725, 0.454, 2.091], [1.361, 0.604, 3.493], [1.086, 1.851, 3.882], [2.676, 0.347, 3.233], [0.775, -0.378, 4.221], [-0.371, -0.918, -3.313], [0.017, -2.121, -2.578], [0.512, -1.804, -1.171], [6.945, -2.553, -0.373], [5.993, -1.748, -1.254], [5.002, -1.006, -0.487], [5.461, 0.264, 0.066], [5.706, 0.236, 1.574], [3.757, -1.452, -0.309], [3.377, -2.796, -0.851], [2.838, -0.786, 0.339], [7.551, -3.200, -1.001], [6.396, -3.173, 0.332], [7.621, -1.907, 0.180], [5.495, -2.410, -1.960], [6.568, -1.025, -1.837], [4.744, 1.051, -0.191], [6.397, 0.513, -0.434], [4.801, 0.066, 2.150], [6.118, 1.193, 1.881], [6.423, -0.535, 1.838], [4.092, -3.550, -0.532], [3.345, -2.790, -1.937], [2.391, -3.059, -0.478], [3.193, 0.031, 0.822]],
  "forces_ev_per_angstrom": [[-0.8, -2.0, -1.4], [0.3, 0.1, 0.1], [-0.4, 0.2, -0.7], [-0.1, 0.0, 0.0], [0.0, 0.0, 0.1], [0.0, 0.1, -0.2], [0.0, -0.1, 0.0], [-0.4, -0.5, 0.8], [0.7, -0.5, 0.3], [-0.7, -0.1, -0.4], [0.4, -0.4, 1.1], [-0.1, 0.2, -0.5], [-0.3, 0.2, -0.5], [0.5, -0.4, 0.5], [0.1, 0.7, -0.5], [0.1, 0.0, 0.0], [-0.1, 0.0, 0.1], [-0.1, 0.0, 0.0], [0.0, 0.0, 0.0], [0.0, 0.1, -0.1], [-0.2, -0.2, 0.2], [0.1, 0.1, -0.1], [-0.7, -0.1, 0.7], [-0.5, 0.4, -0.4], [0.7, 0.0, -0.3], [0.4, 0.3, -0.1], [-0.2, -0.1, 0.1], [-0.1, 0.0, 0.1], [0.0, -0.1, -0.1], [0.0, 0.0, 0.0], [0.0, 0.0, -0.1], [-0.2, 0.1, 0.1], [-0.1, -0.2, 0.1], [-0.1, -0.1, -0.1], [0.0, 0.0, -0.1], [0.0, 0.0, 0.0], [0.0, 0.1, 0.1], [0.1, -0.1, 0.0], [0.2, -0.1, 0.1], [0.1, 0.1, -0.3], [0.2, -0.2, -0.1], [0.0, -0.1, 0.0], [0.0, -0.1, 0.2], [-0.3, 0.1, 0.3], [0.1, 0.6, 0.2], [0.2, -0.2, 0.2], [-0.9, -0.1, 0.2], [0.0, 0.1, 0.2], [0.0, 0.1, 0.0], [0.0, 0.1, 0.0], [0.0, -0.1, 0.0], [0.1, 0.1, -0.1], [0.0, 0.1, 0.0], [0.0, 0.0, 0.0], [0.0, 0.0, 0.0], [-0.1, 0.1, 0.0], [0.2, 0.2, 0.1], [0.3, 0.0, -0.1], [-0.1, 0.0, -0.2], [-0.1, -0.2, 0.1], [0.0, 0.2, 0.2], [0.1, 0.1, 0.0], [0.0, -0.1, -0.1], [0.1, 0.0, -0.1], [0.1, 0.1, 0.0], [0.0, 0.1, 0.0], [0.0, -0.1, 0.1], [0.1, 0.0, 0.1], [0.0, 0.1, 0.1], [-0.1, 0.1, 0.0], [-0.1, 0.0, -0.1], [0.1, -0.1, 0.0], [0.0, 0.0, -0.1], [-0.1, 0.1, 0.0], [0.0, 0.1, 0.1], [0.0, -0.1, 0.1], [0.0, 0.0, -0.2], [0.1, 0.0, 0.0], [-0.1, -0.1, -0.1], [-0.1, 0.1, -0.1], [0.0, 0.1, 0.0], [0.2, -0.1, 0.0], [0.1, 0.0, 0.1], [-0.1, 0.0, 0.1], [-0.1, 0.0, 0.0], [-0.2, 0.0, -0.1], [-0.5, 0.4, -0.6], [0.1, -0.2, -0.3], [-0.2, 0.8, 0.2], [0.9, -0.1, -0.1], [-0.5, -0.4, 0.5], [0.1, 0.0, -0.5], [0.9, 0.1, 0.5], [0.1, 1.5, 0.5], [-0.1, 0.1, -0.2], [0.4, -0.4, 0.0], [0.0, 0.1, -0.1], [0.0, 0.2, 0.4], [0.0, 0.0, -0.2], [-0.2, 0.0, -0.1], [-0.1, 0.0, 0.0], [0.2, 0.4, 0.5], [0.1, -0.1, 0.0], [0.0, -0.1, 0.1], [0.0, 0.1, 0.1], [0.0, 0.1, 0.0], [-0.2, 0.0, -0.1], [0.0, -0.1, -0.1], [-0.1, 0.0, -0.1], [-0.1, 0.0, 0.1], [0.0, 0.1, 0.1], [0.1, -0.1, 0.0], [0.1, -0.1, 0.0], [0.0, 0.0, -0.1], [0.2, 0.0, 0.0], [0.2, -0.1, -0.1]],
  "lowdin_charge": [1.0895, 0.1966, -0.1761, 0.0015, -0.0621, -0.0625, -0.0186, -0.2091, 0.0789, -0.2603, -0.2791, -0.3020, 1.1703, -0.4559, -0.0598, 0.1638, 0.1180, 0.1121, 0.1123, 0.0964, 0.0817, 0.0645, -0.2548, -0.0946, -0.2466, 1.0412, -0.3383, -0.1019, -0.0548, -0.0518, -0.0542, -0.0792, -0.3547, -0.1052, -0.0378, -0.0368, -0.0459, -0.0762, -0.2193, 0.0179, -0.0292, -0.0159, -0.0311, 0.0211, 1.0588, -0.3798, -0.2576, -0.0861, -0.0428, -0.0429, -0.0889, -0.3762, -0.0760, -0.0497, -0.0539, -0.0537, -0.1049, 0.0769, 0.1024, 0.1240, 0.0845, 0.0446, 0.1154, 0.1154, 0.1163, 0.1079, 0.0784, 0.1251, 0.1190, 0.1146, 0.0944, 0.1243, 0.1230, 0.1254, 0.1234, 0.1241, 0.0858, 0.1241, 0.1190, 0.1148, 0.0931, 0.1003, 0.1147, 0.1130, 0.1156, 0.1021, -0.1513, -1.2883, 0.2331, 0.1644, 0.1787, -0.4975, 0.8714, -0.5133, -0.0531, -0.2029, -0.0576, -0.1817, -0.0417, -0.4082, -0.0084, -0.0246, 0.0846, 0.0771, 0.0750, 0.1089, 0.1243, 0.0945, 0.1281, 0.0525, 0.0891, 0.0765, 0.0956, 0.0874, 0.0462, 0.0216]
}

***

# 2
{
  "formula": "CH3BrO2S",
  "method": "the ωB97M-V functional and the def2-TZVPD basis",
  "homo_lumo_gap_ev": [10.93, 4.50],
  "e_lumo_ev": [-0.6, -3.8],
  "homo_ev": [-11.52, -8.32],
  "species": ["C", "O", "O", "S", "Br", "H", "H", "H"],
  "xyz": [[-0.233, -0.599, 0.215], [-0.936, 1.653, -1.195], [-0.809, 0.460, 0.952], [-1.036, 1.867, 0.227], [3.217, -0.656, -0.055], [-0.718, -1.490, 0.337], [0.735, -0.760, 0.372], [-0.220, -0.475, -0.853]],
  "forces_ev_per_angstrom": [[-2.2, 1.5, -2.0], [0.0, 0.2, -1.6], [0.2, -0.8, 0.5], [-0.1, 0.7, 0.9], [0.0, 0.0, 0.0], [-1.6, -2.1, 1.0], [4.3, -0.3, 1.7], [-0.6, 0.7, -0.6]],
  "lowdin_charge": [-0.1622, -0.5144, -0.4518, 0.9357, 0.1127, 0.0761, -0.0755, 0.0794]
}

***

# 3
{
  "formula": "C39H72IN9O12",
  "method": "the ωB97M-V functional and the def2-TZVPD basis",
  "homo_lumo_gap_ev": 9.09,
  "e_lumo_ev": 0.1,
  "smiles": "CCOCC[C@@H]1[C@H](c2ccncc2)C(=O)N[C@@]1(CCC(=O)O)CC(=O)I.CNC(C)=O.CNC(C)=O.CNC(C)=O.CNC(C)=O.CNC(C)=O.CNC(C)=O.CNC(C)=O",
  "homo_ev": -8.98,
  "species": ["C", "C", "O", "C", "C", "C", "C", "C", "C", "C", "N", "C", "C", "C", "O", "N", "C", "C", "C", "C", "O", "O", "C", "C", "O", "I", "H", "H", "H", "H", "H", "H", "H", "H", "H", "H", "H", "H", "H", "H", "H", "H", "H", "H", "H", "H", "H", "H", "H", "C", "C", "O", "N", "C", "H", "H", "H", "H", "H", "H", "H", "C", "C", "O", "N", "C", "H", "H", "H", "H", "H", "H", "H", "C", "C", "O", "N", "C", "H", "H", "H", "H", "H", "H", "H", "C", "C", "O", "N", "C", "H", "H", "H", "H", "H", "H", "H", "C", "C", "O", "N", "C", "H", "H", "H", "H", "H", "H", "H", "C", "C", "O", "N", "C", "H", "H", "H", "H", "H", "H", "H", "C", "C", "O", "N", "C", "H", "H", "H", "H", "H", "H", "H"],
  "xyz": [[1.765, -1.666, 1.351], [1.479, -0.475, 0.348], [0.478, -0.875, -0.609], [-0.294, 0.252, -1.080], [-1.786, 0.040, -0.631], [-2.497, 1.254, 0.082], [-1.733, 2.558, 0.456], [-0.480, 2.511, 1.377], [-0.465, 2.048, 2.762], [0.703, 2.000, 3.610], [1.902, 2.434, 3.157], [1.908, 2.901, 1.898], [0.846, 2.979, 0.932], [-2.834, 3.200, 1.429], [-3.036, 4.353, 1.695], [-3.547, 2.107, 2.008], [-3.513, 0.811, 1.224], [-3.014, -0.214, 2.323], [-3.882, -1.511, 2.508], [-3.309, -2.728, 1.706], [-2.125, -2.966, 1.732], [-4.108, -3.595, 0.987], [-4.989, 0.740, 0.676], [-5.175, -0.163, -0.584], [-4.964, -1.321, -0.653], [-5.879, 0.877, -2.390], [2.371, -2.477, 0.888], [2.302, -1.221, 2.224], [0.772, -2.053, 1.711], [2.426, -0.268, -0.218], [1.124, 0.387, 0.959], [0.158, 1.236, -0.822], [-0.254, 0.173, -2.204], [-1.830, -0.907, -0.025], [-2.383, -0.196, -1.556], [-3.206, 1.623, -0.718], [-1.499, 3.292, -0.355], [-1.429, 1.707, 3.204], [0.636, 1.608, 4.648], [2.897, 3.289, 1.542], [1.011, 3.388, -0.093], [-4.455, 2.343, 2.407], [-1.970, -0.552, 2.090], [-3.024, 0.317, 3.308], [-3.777, -1.813, 3.588], [-4.976, -1.394, 2.336], [-3.786, -3.565, 0.066], [-5.291, 1.789, 0.424], [-5.739, 0.389, 1.440], [6.371, -2.483, 0.312], [5.765, -2.899, 1.627], [5.154, -2.110, 2.332], [5.917, -4.194, 2.022], [6.603, -5.268, 1.332], [6.167, -1.429, 0.146], [7.451, -2.625, 0.330], [5.932, -3.054, -0.508], [5.486, -4.394, 2.911], [5.889, -6.074, 1.147], [7.400, -5.643, 1.978], [7.028, -4.940, 0.388], [2.789, 5.482, 4.169], [3.235, 6.864, 3.777], [4.223, 7.036, 3.079], [2.508, 7.926, 4.216], [1.317, 7.920, 5.043], [3.472, 4.753, 3.739], [2.802, 5.367, 5.255], [1.788, 5.288, 3.780], [2.872, 8.815, 3.909], [0.508, 8.404, 4.492], [1.520, 8.495, 5.949], [1.015, 6.913, 5.314], [8.275, -1.873, -4.188], [7.542, -1.349, -2.979], [7.939, -1.550, -1.840], [6.407, -0.633, -3.184], [5.776, -0.287, -4.441], [9.156, -2.421, -3.861], [7.634, -2.553, -4.753], [8.597, -1.045, -4.822], [5.974, -0.314, -2.329], [5.721, 0.801, -4.513], [4.762, -0.693, -4.444], [6.324, -0.678, -5.293], [-9.143, 2.361, -3.015], [-8.715, 3.757, -3.386], [-7.704, 3.973, -4.036], [-9.494, 4.793, -2.973], [-10.720, 4.745, -2.200], [-8.420, 1.654, -3.416], [-9.171, 2.250, -1.929], [-10.122, 2.138, -3.442], [-9.145, 5.696, -3.259], [-11.518, 5.208, -2.784], [-10.575, 5.319, -1.283], [-11.003, 3.727, -1.948], [-3.027, -8.090, -0.005], [-4.339, -8.758, 0.320], [-4.498, -9.965, 0.211], [-5.362, -7.971, 0.746], [-5.370, -6.533, 0.938], [-2.313, -8.844, -0.329], [-3.160, -7.368, -0.813], [-2.627, -7.592, 0.881], [-6.207, -8.485, 0.944], [-5.614, -6.325, 1.981], [-6.143, -6.103, 0.299], [-4.412, -6.084, 0.696], [-1.898, -3.815, -4.123], [-1.778, -3.896, -2.623], [-2.760, -3.947, -1.893], [-0.536, -3.908, -2.083], [0.742, -3.854, -2.762], [-2.951, -3.814, -4.397], [-1.443, -2.893, -4.489], [-1.421, -4.680, -4.587], [-0.539, -3.962, -1.073], [1.311, -4.749, -2.504], [1.285, -2.975, -2.407], [0.629, -3.797, -3.841], [6.133, 2.421, 0.202], [5.919, 2.857, -1.224], [6.020, 2.078, -2.164], [5.604, 4.160, -1.452], [5.436, 5.233, -0.486], [6.376, 1.360, 0.220], [6.964, 2.973, 0.645], [5.225, 2.577, 0.786], [5.476, 4.375, -2.429], [4.423, 5.627, -0.583], [6.149, 6.025, -0.719], [5.595, 4.894, 0.534]],
  "forces_ev_per_angstrom": [[-0.7, 0.9, -0.3], [0.6, -1.5, 0.6], [0.2, 1.3, 0.5], [-0.3, -1.1, -1.1], [0.0, 0.1, -0.2], [-0.8, -0.9, -1.9], [-0.3, 0.7, 2.5], [3.0, -0.1, 1.2], [-0.3, -0.1, -0.4], [-0.8, 0.5, -1.9], [-1.4, -0.2, -0.4], [0.3, 0.6, -1.6], [-1.6, -0.8, 2.0], [-0.5, -1.6, -0.2], [0.3, -0.1, -0.1], [0.3, 1.1, -1.2], [0.5, 2.4, 1.6], [-0.5, -1.1, -0.5], [0.0, -1.0, 0.3], [0.8, -0.5, -0.3], [-0.2, 0.7, 0.1], [-0.6, 1.5, 0.6], [-0.4, -0.2, -0.5], [0.1, 0.4, 0.4], [0.1, 0.2, 0.2], [0.3, 0.0, 0.5], [-0.5, 0.6, 0.4], [-0.2, -0.6, -0.7], [1.0, 0.2, -0.4], [-0.7, 0.3, 0.6], [0.4, -0.5, -0.7], [-0.4, -0.8, 0.1], [-0.1, 0.3, 1.0], [0.2, 1.0, -0.4], [0.5, 0.2, 0.9], [0.7, -0.1, 0.8], [-0.5, -1.0, 0.4], [1.0, 0.3, -0.4], [0.1, 0.4, -0.9], [-0.8, -0.4, 0.4], [0.0, -0.4, 1.0], [0.5, 0.2, 0.1], [-0.9, 0.4, 0.3], [0.1, -0.4, -1.0], [-0.1, 0.2, -1.0], [0.8, 0.0, -0.1], [0.2, -0.4, 0.0], [0.4, -1.0, 0.0], [0.9, 0.1, -0.6], [-0.1, -0.1, 0.3], [-0.2, 0.2, 0.1], [0.0, 0.0, 0.0], [0.0, 0.2, -0.2], [-0.2, -0.1, 0.5], [0.0, -0.1, 0.1], [-0.1, 0.0, -0.2], [0.2, 0.0, 0.0], [0.0, 0.0, -0.1], [0.2, -0.1, -0.2], [0.1, -0.1, -0.2], [-0.1, 0.1, 0.1], [0.0, 0.0, 0.0], [0.3, 0.1, -0.2], [0.0, 0.1, -0.1], [0.1, -0.3, 0.0], [0.2, 0.5, -0.2], [0.0, 0.1, 0.0], [-0.2, -0.1, 0.0], [0.0, -0.1, 0.2], [0.0, 0.0, 0.0], [-0.2, -0.1, 0.2], [-0.2, -0.1, 0.1], [0.1, 0.0, -0.1], [0.1, -0.1, 0.0], [-0.3, 0.3, 0.2], [0.3, -0.1, -0.1], [0.4, -0.7, -0.1], [-0.1, 0.2, 0.5], [-0.1, 0.1, 0.1], [0.0, 0.1, -0.1], [-0.1, -0.1, -0.1], [0.1, 0.3, -0.2], [0.0, 0.0, -0.1], [0.0, 0.0, -0.2], [0.0, 0.0, 0.1], [-0.1, -0.1, -0.1], [0.3, 0.3, -0.2], [0.0, -0.1, 0.1], [0.1, -0.3, 0.0], [0.2, 0.5, -0.2], [-0.1, 0.2, 0.0], [-0.1, -0.1, 0.0], [0.0, 0.0, 0.2], [0.0, 0.0, 0.0], [-0.2, -0.1, 0.2], [-0.2, -0.1, 0.1], [0.1, 0.0, -0.1], [0.1, 0.0, -0.1], [-0.2, -0.4, 0.0], [0.1, 0.1, 0.0], [0.3, 0.0, -0.1], [-0.4, -0.4, 0.1], [-0.2, 0.0, 0.0], [0.1, 0.1, 0.1], [0.0, 0.2, -0.1], [0.1, 0.0, 0.0], [0.1, 0.3, 0.0], [0.1, 0.3, 0.1], [-0.1, -0.1, 0.0], [-0.2, 0.0, -0.1], [0.3, 0.0, 0.4], [-0.4, 0.1, 0.1], [-0.4, -0.1, -0.3], [0.0, 0.0, 0.5], [0.1, 0.0, 0.1], [0.1, -0.1, -0.1], [0.1, 0.1, -0.1], [0.1, 0.1, 0.0], [0.1, 0.1, -0.2], [0.1, 0.0, -0.1], [-0.1, 0.0, 0.1], [0.0, -0.1, 0.0], [0.0, 0.1, -0.2], [-0.1, 0.0, 0.1], [0.1, -0.4, 0.2], [-0.1, 0.0, -0.5], [0.0, 0.1, -0.1], [-0.1, 0.0, 0.1], [0.1, 0.1, 0.1], [0.0, 0.0, 0.1], [0.1, 0.1, 0.2], [-0.1, 0.1, 0.2], [0.0, 0.0, -0.1]],
  "lowdin_charge": [-0.0582, -0.2384, -0.1931, -0.1734, -0.0709, -0.1688, -0.0928, -0.1376, -0.0006, -0.1102, 0.0476, -0.1750, -0.0166, -0.4096, 0.0980, 0.0751, -0.3195, -0.0920, -0.0679, -0.4663, 0.0910, 0.0410, -0.1275, -0.7710, 0.0367, 0.9038, 0.0684, 0.0744, 0.0726, 0.1248, 0.0850, 0.0960, 0.1267, 0.1127, 0.1141, 0.1217, 0.1641, 0.0873, 0.1141, 0.1013, 0.1186, 0.1443, 0.1172, 0.1140, 0.1326, 0.1080, 0.0783, 0.1040, 0.1344, -0.0275, -0.5491, 0.0158, 0.0002, -0.0805, 0.0656, 0.0816, 0.0881, 0.1368, 0.0801, 0.0811, 0.0755, -0.0207, -0.5549, 0.0184, 0.0019, -0.0777, 0.0704, 0.0889, 0.0772, 0.1385, 0.0827, 0.0818, 0.0742, -0.0122, -0.5394, 0.0099, 0.0108, -0.0775, 0.0808, 0.0822, 0.0841, 0.1150, 0.0739, 0.0806, 0.0715, -0.0601, -0.5600, 0.0148, 0.0017, -0.0785, -0.0098, 0.0796, 0.0869, 0.1402, 0.0828, 0.0824, 0.0730, -0.0091, -0.5569, 0.0199, 0.0016, -0.0799, 0.0810, 0.0820, 0.0856, 0.1371, 0.0844, 0.0866, 0.0559, -0.0049, -0.5409, 0.0167, 0.0242, -0.0678, 0.0842, 0.0849, 0.0863, 0.1432, 0.0847, 0.0764, 0.0744, 0.0092, -0.5332, 0.0186, 0.0063, -0.0695, 0.0785, 0.0915, 0.0711, 0.1374, 0.0822, 0.0845, 0.0748]
}

***

Listing total energy for the structures above in their given order: -117053.124, -86055.120, -87693.436 eV.